91
Properties=species:S:1:pos:R:3 method="wB97M-V/def2-TZVPD" total_energy_ev=-112198.2925 charge=+1 spin_multiplicity=1 e_lumo_ha=-0.171 gap_ev=5.96 homo_energy_ha=-0.3896 max_force_ev_per_a=15.53
C 3.08342 -1.53515 3.32329
C 1.96666 -0.39413 2.82581
C 2.28249 0.15258 1.28113
F 3.46691 -0.65004 0.82610
C 0.94149 -0.05114 0.36778
O 1.08015 -1.38470 -0.28652
C -0.26880 -1.88623 -0.71632
C -0.18750 -3.13769 -1.78076
I 0.53529 -2.67949 -3.78758
C 0.66798 -4.44025 -1.29436
C 2.31902 -4.25543 -1.40587
I 0.22652 -5.99691 -2.84283
P -0.97231 -2.69835 0.89829
N 0.34562 -3.44605 1.86990
O -2.03715 -4.03945 0.52327
C -1.20032 -0.61111 -1.27226
S -2.73102 -0.22689 -0.35047
C -2.71058 0.20872 1.44298
O -3.62823 0.89043 -1.01954
O -3.68023 -1.48986 -0.48260
N -0.29084 0.50601 -1.74702
I -1.11913 1.81325 -3.12753
C 0.60095 1.15132 -0.70285
C 1.88077 1.97775 -1.27906
B 3.07631 1.14721 -2.01723
O 3.12100 -0.31021 -2.26791
O 4.28349 1.92250 -2.47269
P -0.43743 2.49768 0.25073
C 0.28247 2.75512 2.04154
C -0.29956 4.22343 -0.52755
C -1.83519 4.88579 -0.44677
H 4.12091 -1.06747 3.59841
H 3.13724 -2.46209 2.60369
H 2.63564 -1.95245 4.34814
H 0.92582 -0.92901 2.92116
H 2.05708 0.50172 3.58770
H 2.63511 1.26454 1.40561
H 0.03980 -0.02188 1.15045
H -1.31407 -3.51032 -1.91973
H 0.32576 -4.94588 -0.29995
H 2.66901 -4.65863 -2.47399
H 2.87647 -4.95840 -0.62531
H 2.67326 -3.14337 -1.35677
H 0.34455 -3.09394 2.85200
H 1.27476 -3.35905 1.40472
H -1.64180 -4.88803 0.92966
H -1.60143 -1.06466 -2.31139
H -1.88913 -0.27199 2.11672
H -3.75295 -0.14844 1.90553
H -2.67933 1.37897 1.68137
H 0.39590 -0.01602 -2.37829
H 2.37061 2.54532 -0.35051
H 1.56692 2.83324 -2.05115
H 4.09384 -0.56661 -2.29779
H 5.01674 1.81458 -1.77748
H 1.42945 3.03034 1.85834
H 0.20205 1.79800 2.70819
H -0.17153 3.73197 2.55473
H 0.36918 4.95556 0.12799
H -0.01665 4.26616 -1.66019
H -1.84866 6.03520 -0.66294
H -2.46948 4.29659 -1.26843
H -2.31419 4.57948 0.58874
C -4.54769 -5.35386 1.62484
C -4.89789 -6.41000 2.46749
C -6.21673 -6.54916 2.90417
C -7.18215 -5.62331 2.48521
C -6.83177 -4.55767 1.64550
C -5.50905 -4.42726 1.21764
N -8.57537 -5.77877 2.92024
O -8.84176 -6.72343 3.67811
O -9.40585 -4.95951 2.50172
H -3.51923 -5.25272 1.28243
H -4.14269 -7.12727 2.78173
H -6.47361 -7.37771 3.56058
H -7.56988 -3.82909 1.31669
H -5.22770 -3.60517 0.56321
C 5.07962 8.16789 -2.41246
C 5.81126 7.00166 -2.18280
C 5.16775 5.76265 -2.17129
C 3.78557 5.70245 -2.39649
C 3.04737 6.87238 -2.61966
C 3.70152 8.10595 -2.62602
N 3.10748 4.40074 -2.41093
O 3.79200 3.39050 -2.19059
O 1.89081 4.38599 -2.64663
H 5.58672 9.13115 -2.42609
H 6.88478 7.05820 -2.01568
H 5.75209 4.86300 -1.99093
H 1.97340 6.84064 -2.79091
H 3.13778 9.01957 -2.80137